Entry 1:
{"formula": "C37H73AsCsN8OPSeSi3", "method": "ωB97M-V/def2-TZVPD", "symbols": ["Cs", "N", "C", "N", "C", "N", "C", "C", "N", "C", "C", "N", "H", "H", "H", "H", "H", "C", "Si", "C", "C", "As", "Si", "C", "C", "C", "Si", "C", "C", "C", "H", "H", "H", "H", "H", "H", "H", "H", "H", "H", "H", "H", "H", "H", "H", "H", "H", "H", "H", "H", "H", "H", "H", "H", "H", "H", "H", "Se", "C", "C", "N", "C", "C", "C", "O", "C", "C", "C", "C", "N", "C", "H", "H", "H", "H", "H", "H", "H", "H", "H", "H", "H", "H", "H", "H", "C", "C", "C", "C", "P", "N", "C", "C", "C", "C", "C", "C", "C", "C", "H", "H", "H", "H", "H", "H", "H", "H", "H", "H", "H", "H", "H", "H", "H", "H", "H", "H", "H", "H", "H", "H", "H", "H", "H", "H", "H"], "positions_angstrom": [[1.512, -0.474, -0.148], [-0.446, 4.002, 1.632], [0.201, 2.856, 1.370], [-0.282, 2.311, 0.278], [-1.246, 3.183, -0.095], [-1.388, 4.235, 0.692], [-2.064, 2.994, -1.311], [-3.063, 3.906, -1.658], [-3.784, 3.770, -2.760], [-3.495, 2.714, -3.520], [-2.508, 1.804, -3.174], [-1.794, 1.935, -2.065], [-0.328, 4.625, 2.408], [0.963, 2.433, 2.006], [-3.262, 4.757, -1.019], [-4.064, 2.580, -4.433], [-2.284, 0.953, -3.805], [1.258, -5.029, -4.076], [0.473, -5.553, -2.456], [1.779, -6.390, -1.406], [-0.838, -6.841, -2.853], [-0.170, -3.601, -1.357], [-0.993, -4.459, 0.708], [-1.952, -3.111, 1.559], [-2.121, -5.953, 0.457], [0.467, -4.940, 1.741], [-2.000, -2.795, -2.563], [-3.144, -4.056, -3.362], [-3.027, -1.689, -1.454], [-1.248, -1.741, -3.914], [1.614, -5.911, -4.617], [2.100, -4.361, -3.901], [0.559, -4.493, -4.718], [2.389, -7.038, -2.043], [1.332, -7.004, -0.625], [2.434, -5.670, -0.917], [-0.312, -7.669, -3.342], [-1.598, -6.472, -3.537], [-1.341, -7.227, -1.968], [-2.963, -2.990, 1.166], [-1.416, -2.161, 1.515], [-2.013, -3.364, 2.621], [-2.836, -5.818, -0.356], [-2.682, -6.116, 1.381], [-1.545, -6.857, 0.255], [1.093, -4.058, 1.930], [1.067, -5.736, 1.300], [0.091, -5.283, 2.710], [-3.475, -4.827, -2.668], [-2.664, -4.547, -4.208], [-4.026, -3.527, -3.737], [-3.761, -2.257, -0.882], [-3.560, -0.974, -2.089], [-2.418, -1.124, -0.750], [-0.685, -2.337, -4.634], [-0.546, -1.013, -3.495], [-2.040, -1.215, -4.459], [1.613, -1.452, 2.713], [0.086, -3.102, 5.842], [-0.042, -1.596, 5.766], [-0.998, -1.051, 6.741], [-0.585, -1.030, 8.134], [-0.133, 0.356, 8.567], [-2.239, -0.631, 6.460], [-3.051, -0.313, 7.337], [-2.665, -0.528, 5.021], [-3.808, -1.204, 4.620], [-4.266, -1.022, 3.329], [-3.593, -0.126, 2.512], [-2.516, 0.553, 2.884], [-2.044, 0.321, 4.107], [0.778, -3.381, 5.046], [-0.881, -3.581, 5.663], [0.472, -3.454, 6.803], [-0.303, -1.327, 4.745], [0.923, -1.109, 5.910], [0.233, -1.745, 8.234], [-1.413, -1.371, 8.759], [0.689, 0.703, 7.940], [0.209, 0.347, 9.604], [-0.958, 1.062, 8.482], [-4.318, -1.855, 5.318], [-5.132, -1.551, 2.955], [-3.944, 0.054, 1.500], [-1.131, 0.839, 4.377], [3.998, 3.000, -2.267], [4.406, 1.638, -2.847], [5.620, 1.850, -3.753], [4.814, 0.780, -1.634], [2.831, 0.862, -3.613], [1.836, 0.379, -2.549], [2.075, 2.220, -4.760], [1.079, 1.523, -5.694], [2.993, 3.083, -5.627], [1.229, 3.115, -3.840], [3.458, -0.534, -4.777], [2.251, -1.421, -5.104], [4.161, -0.143, -6.079], [4.404, -1.425, -3.962], [4.779, 3.339, -1.580], [3.063, 2.924, -1.710], [3.880, 3.766, -3.033], [6.394, 2.401, -3.203], [5.386, 2.431, -4.645], [6.069, 0.909, -4.071], [5.408, 1.386, -0.943], [5.409, -0.091, -1.902], [3.924, 0.438, -1.102], [1.563, 0.977, -6.502], [0.441, 2.287, -6.153], [0.445, 0.831, -5.140], [3.628, 2.495, -6.293], [3.640, 3.729, -5.033], [2.384, 3.741, -6.260], [0.813, 2.515, -3.027], [0.408, 3.556, -4.417], [1.807, 3.935, -3.414], [1.597, -0.993, -5.859], [1.665, -1.583, -4.199], [2.610, -2.383, -5.484], [3.490, 0.352, -6.780], [4.531, -1.048, -6.578], [5.020, 0.509, -5.924], [3.977, -1.659, -2.987], [5.386, -0.978, -3.809], [4.556, -2.364, -4.504]], "mol_weight_g_mol": 1048.07, "homo_energy_ev": 0.80, "e_tot_ha": -7834.1838, "e_above_lowest_kj_mol": 210.2, "total_charge": -2, "spin_multiplicity": 1, "homo_lumo_gap_ev": 2.6885, "lumo_energy_ev": 3.49, "largest_force_ev_per_a": 2.3}

---

Entry 2:
{"formula": "C37H73BN3O10P2Si2", "method": "ωB97M-V/def2-TZVPD", "symbols": ["C", "O", "B", "O", "Si", "C", "C", "C", "C", "C", "C", "O", "C", "C", "O", "O", "Si", "C", "C", "O", "C", "C", "C", "O", "N", "C", "C", "C", "C", "C", "C", "O", "C", "N", "P", "N", "O", "O", "H", "H", "H", "H", "H", "H", "H", "H", "H", "H", "H", "H", "H", "H", "H", "H", "H", "H", "H", "H", "H", "H", "H", "H", "H", "H", "H", "H", "H", "H", "H", "H", "H", "H", "H", "H", "H", "C", "C", "C", "C", "P", "C", "C", "C", "C", "C", "C", "C", "C", "C", "C", "C", "C", "H", "H", "H", "H", "H", "H", "H", "H", "H", "H", "H", "H", "H", "H", "H", "H", "H", "H", "H", "H", "H", "H", "H", "H", "H", "H", "H", "H", "H", "H", "H", "H", "H", "H", "H", "H"], "positions_angstrom": [[5.423, 1.115, -3.280], [4.706, 1.886, -2.284], [3.415, 2.149, -2.700], [3.081, 3.415, -3.093], [2.046, 0.664, -2.724], [0.274, 1.298, -2.626], [-0.788, 0.199, -2.904], [-2.088, 0.568, -2.141], [-3.276, -0.301, -2.643], [-4.066, 0.486, -3.714], [-4.668, -0.362, -4.870], [-4.449, -1.774, -4.766], [-3.360, -2.176, -5.469], [-3.397, -3.493, -6.208], [-2.371, -1.481, -5.517], [2.333, -0.484, -3.919], [1.829, -0.186, -5.471], [1.580, 1.621, -5.900], [1.297, 1.860, -7.409], [1.216, 3.276, -7.630], [3.162, -0.870, -6.614], [3.147, -2.405, -6.784], [3.409, -3.162, -5.474], [4.545, -3.279, -5.082], [2.288, -3.721, -4.851], [2.550, -4.356, -3.578], [2.048, -5.639, -3.405], [2.210, -6.321, -2.212], [2.894, -5.721, -1.161], [3.410, -4.446, -1.335], [3.227, -3.767, -2.527], [0.390, -1.089, -5.697], [0.027, -1.216, -6.933], [-0.118, -1.569, -8.028], [2.387, -0.451, -0.788], [3.890, -0.851, -0.709], [1.885, 0.494, 0.479], [1.418, -1.741, -0.830], [5.250, 1.484, -4.299], [6.483, 1.259, -3.071], [5.161, 0.058, -3.176], [3.875, 3.904, -3.350], [0.082, 2.210, -3.198], [0.126, 1.582, -1.569], [-1.073, 0.166, -3.957], [-0.472, -0.766, -2.497], [-1.940, 0.459, -1.060], [-2.294, 1.625, -2.354], [-3.954, -0.495, -1.807], [-2.836, -1.223, -3.019], [-4.896, 1.020, -3.242], [-3.391, 1.234, -4.141], [-4.317, 0.041, -5.822], [-5.752, -0.230, -4.878], [-4.001, -3.365, -7.108], [-2.371, -3.724, -6.484], [-3.787, -4.278, -5.555], [0.730, 2.080, -5.379], [2.477, 2.215, -5.683], [0.323, 1.457, -7.699], [2.109, 1.503, -8.041], [1.189, 3.733, -6.786], [3.124, -0.382, -7.590], [4.114, -0.592, -6.138], [3.987, -2.672, -7.431], [2.248, -2.797, -7.265], [1.530, -3.054, -4.737], [1.500, -6.120, -4.210], [1.786, -7.312, -2.090], [2.995, -6.274, -0.233], [3.961, -4.003, -0.511], [3.622, -2.762, -2.623], [4.332, -0.465, 0.120], [1.826, 1.393, 0.125], [1.565, -2.336, -0.080], [-3.378, 2.761, 8.914], [-1.924, 2.321, 8.775], [-1.145, 3.152, 7.754], [-1.446, 2.843, 6.279], [-0.680, 1.391, 5.546], [1.083, 1.469, 5.951], [1.895, 2.742, 5.668], [2.242, 3.039, 4.207], [2.824, 1.857, 3.441], [-0.771, 1.505, 3.756], [-2.100, 1.508, 2.986], [-2.853, 0.181, 2.882], [-1.990, -1.026, 2.526], [-1.123, -0.207, 6.244], [-2.497, -0.895, 6.166], [-3.748, -0.049, 6.450], [-4.390, -0.368, 7.800], [-3.912, 2.726, 7.962], [-3.906, 2.116, 9.616], [-3.436, 3.782, 9.294], [-1.879, 1.258, 8.528], [-1.439, 2.426, 9.748], [-0.076, 3.028, 7.940], [-1.360, 4.208, 7.931], [-1.063, 3.683, 5.688], [-2.522, 2.850, 6.094], [1.564, 0.599, 5.497], [1.138, 1.285, 7.029], [2.832, 2.648, 6.222], [1.386, 3.613, 6.090], [2.962, 3.859, 4.189], [1.367, 3.427, 3.679], [3.799, 1.572, 3.840], [2.957, 2.123, 2.393], [2.175, 0.982, 3.467], [-0.082, 0.776, 3.323], [-0.330, 2.480, 3.535], [-1.873, 1.840, 1.969], [-2.766, 2.264, 3.410], [-3.636, 0.289, 2.128], [-3.385, -0.002, 3.817], [-1.601, -0.941, 1.509], [-2.586, -1.938, 2.578], [-1.144, -1.153, 3.205], [-0.819, -0.172, 7.295], [-0.409, -0.903, 5.788], [-2.470, -1.741, 6.856], [-2.593, -1.360, 5.185], [-4.498, -0.255, 5.684], [-3.533, 1.018, 6.380], [-4.799, -1.378, 7.799], [-5.210, 0.320, 8.006], [-3.670, -0.296, 8.617]], "mol_weight_g_mol": 848.93, "homo_energy_ev": -10.29, "e_tot_ha": -3656.9097, "total_charge": 1, "spin_multiplicity": 1, "homo_lumo_gap_ev": 8.1034, "lumo_energy_ev": -2.18, "largest_force_ev_per_a": 1.7}

---

> What is the formula in the second record?

C37H73BN3O10P2Si2